Record 1
Density functional theory data (ωB97M-V with the def2-TZVPD basis set) for a 3-piece molecular cluster, CH8NO2 overall in a non-equilibrium geometry.

Geometry as XYZ:
```
12
Properties=species:S:1:pos:R:3:nbo_charge:R:1
C -0.22492 -0.97553 -0.12675 0.176
N -0.18023 0.32845 -0.07994 -0.615
H -1.22415 -1.40709 0.12160 0.217
H 0.57702 -1.58596 -0.56101 0.257
H 0.69722 0.76062 0.29128 0.452
H -1.08494 0.74196 0.30545 0.465
H -3.42701 0.18270 0.60441 0.494
H -3.14761 1.31185 1.43279 0.505
O -2.76162 0.84297 0.67796 -0.954
H 3.83640 -0.33773 -1.29859 0.497
H 3.36804 0.29542 0.07883 0.480
O 3.13864 -0.39393 -0.63480 -0.975
```

Output
ΔE to the lowest compared entry with this formula, charge and spin = 119.6 kJ/mol
Total charge = +1

=====

Record 2
Density functional theory data (ωB97M-V with the def2-TZVPD basis set) for a 6-piece molecular cluster, C24H60O6 overall in a non-equilibrium geometry.

Geometry as XYZ:
```
90
Properties=species:S:1:pos:R:3:lowdin_charge:R:1
C 44.72100 120.80800 61.55500 -0.075
C 45.44200 119.52500 61.73200 -0.427
O 46.56400 119.62600 61.08000 -0.126
C 47.50200 118.55200 61.36700 -0.262
C 48.89100 118.80200 61.00800 -0.094
H 45.56700 121.61200 61.80000 0.134
H 44.14500 120.81800 62.38300 0.022
H 44.34200 120.87800 60.48700 0.110
H 44.82300 118.70900 61.16200 0.148
H 45.66700 119.59200 62.79600 0.115
H 47.29800 117.58900 60.99500 0.094
H 47.56300 118.26000 62.46900 0.141
H 49.26600 119.64400 61.52400 0.074
H 49.04500 118.98200 59.92200 0.098
H 49.48300 117.97200 60.90500 0.051
C 46.36900 117.01100 68.45700 -0.030
C 45.61800 116.17800 67.38100 -0.266
O 45.16700 116.95500 66.32200 -0.135
C 44.60500 116.18200 65.26000 -0.321
C 44.00400 116.98500 64.30000 -0.092
H 47.10500 117.65500 67.85500 0.115
H 46.85700 116.40100 69.11100 0.008
H 45.83100 117.52100 69.21900 0.061
H 44.63900 115.77800 67.77100 0.123
H 46.01900 115.27300 67.02400 0.081
H 43.84600 115.33000 65.76100 0.184
H 45.29600 115.84800 64.75200 0.030
H 44.69200 117.91700 64.17800 0.115
H 43.26300 117.57600 64.77300 0.065
H 43.56600 116.76200 63.28900 0.105
C 41.04000 118.61600 61.22600 -0.014
C 41.21400 117.16000 61.12900 -0.238
O 42.36700 117.07700 60.30600 -0.115
C 43.03900 115.86000 60.13900 -0.321
C 44.30800 116.07700 59.46800 -0.064
H 40.09200 118.65500 61.72000 0.068
H 40.48300 119.17900 60.22800 0.172
H 41.71100 119.10100 61.59000 -0.042
H 40.46900 116.68400 60.76600 0.072
H 41.32500 116.76900 61.94500 0.028
H 42.35400 115.11300 59.70100 0.133
H 43.50100 115.33000 60.95700 0.099
H 44.82700 117.03000 59.78100 0.098
H 43.99500 116.13900 58.31500 0.140
H 44.80100 115.33300 59.60200 -0.037
C 39.37000 113.41100 61.39400 -0.076
C 39.05100 113.47600 62.80900 -0.376
O 39.35400 114.68100 63.32700 -0.069
C 39.17500 114.79500 64.70600 -0.313
C 39.76900 116.03600 64.97300 -0.096
H 40.34400 113.85600 61.33700 0.063
H 38.58700 113.88300 60.85700 0.070
H 39.38000 112.34500 61.03800 0.108
H 39.58900 112.51900 63.10300 0.134
H 38.12000 113.12600 62.91800 0.084
H 39.81500 114.17900 65.07500 0.042
H 38.27400 114.66400 65.32500 0.154
H 39.85000 116.35300 66.11500 0.138
H 39.08200 116.82100 64.70000 0.085
H 40.74400 116.11400 64.68400 0.037
C 47.42400 112.52200 65.56200 -0.066
C 48.40000 113.66700 65.81800 -0.250
O 48.39600 113.66000 67.24100 -0.146
C 49.31900 114.59900 67.69000 -0.325
C 49.39200 114.63300 69.15800 -0.090
H 47.19600 112.33900 64.47400 0.085
H 46.51400 112.88100 65.99300 0.050
H 47.90800 111.50800 65.80600 0.107
H 47.82800 114.40600 65.60700 0.040
H 49.42800 113.50600 65.46700 0.134
H 49.12000 115.61700 67.67800 0.088
H 50.35900 114.35400 67.26300 0.153
H 48.48300 114.83400 69.71800 0.079
H 50.02800 115.36900 69.32800 0.030
H 49.76000 113.65800 69.53600 0.097
C 43.12100 113.13100 63.41700 -0.045
C 42.45100 112.88900 64.82800 -0.303
O 43.44300 112.28100 65.60000 -0.168
C 42.92100 111.86600 66.91600 -0.308
C 43.84700 111.01800 67.54500 -0.107
H 43.86700 113.92500 63.67900 0.072
H 42.46400 113.53700 62.67300 0.028
H 43.33900 112.15400 62.89500 0.097
H 41.47700 112.16100 64.72800 0.154
H 42.16600 113.82000 65.12900 0.049
H 41.95600 111.41600 66.72700 0.108
H 42.85300 112.77400 67.56800 0.137
H 44.65700 111.62600 67.67300 0.039
H 44.14500 110.03400 67.15200 0.091
H 43.24000 110.72500 68.58500 0.157
```

Output
ΔE to the lowest compared entry with this formula, charge and spin = 1417.6 kJ/mol

=====

Record 3
Density functional theory data (ωB97M-V with the def2-TZVPD basis set) for a 10-piece molecular cluster, C38H49N5O15 overall in a non-equilibrium geometry.

Geometry as XYZ:
```
107
Properties=species:S:1:pos:R:3:lowdin_charge:R:1
N 1.05472 -0.27569 5.11590 0.090
C 1.82994 0.21947 4.12129 -0.165
C 2.56470 1.39817 4.07984 -0.088
C 2.58639 2.26856 5.18471 -0.071
C 1.69895 1.83449 6.15461 -0.098
C 0.97450 0.64329 6.12396 -0.129
H 1.81939 -0.47149 3.29131 0.077
H 3.12274 1.58223 3.17368 0.075
H 3.10024 3.20701 5.03747 0.083
H 1.56731 2.57515 6.92952 0.100
H 0.22818 0.44311 6.87851 0.101
N -0.98239 3.05779 2.37062 0.065
C -0.03863 3.47951 3.17289 -0.191
C 0.84541 4.48489 2.87898 -0.070
C 0.80309 4.99003 1.56305 -0.065
C -0.24109 4.65819 0.66264 -0.046
C -1.12272 3.68820 1.15825 -0.117
H -0.08947 3.25704 4.22851 0.105
H 1.55341 4.81496 3.62476 0.090
H 1.46308 5.75763 1.18675 0.094
H -0.32189 5.02790 -0.34889 0.103
H -1.90662 3.43150 0.46111 0.092
N -0.91934 0.09441 -0.38704 0.100
C -0.97057 -1.17245 -0.85640 -0.148
C 0.10269 -1.99329 -0.75581 -0.075
C 1.29252 -1.58006 -0.09454 -0.040
C 1.31382 -0.29175 0.43633 -0.099
C 0.22319 0.54108 0.31172 -0.092
H -1.83912 -1.46292 -1.42881 0.093
H 0.13027 -2.82181 -1.44804 0.103
H 2.09643 -2.30064 -0.06462 0.108
H 2.16440 0.03656 1.01523 0.076
H 0.29762 1.47658 0.84622 0.081
C -4.84380 0.96360 -1.59510 -0.137
C -3.57643 1.83745 -1.26206 -0.085
O -4.22778 3.12794 -1.19175 0.073
C -5.51131 3.10586 -1.46310 -0.573
O -6.25975 4.06394 -1.37773 0.130
O -5.87694 1.85660 -1.77930 0.084
H -5.05075 0.25336 -0.79458 0.118
H -4.58346 0.32606 -2.44001 0.115
H -2.73874 1.51905 -1.88254 0.096
H -3.24113 1.50201 -0.28066 0.088
C 6.36897 -1.48215 3.07875 -0.115
C 5.50595 -0.80069 1.95424 -0.077
O 4.25027 -1.47638 2.22220 0.027
C 4.35562 -2.40330 3.17881 -0.604
O 3.43507 -3.07045 3.56706 0.168
O 5.62896 -2.61883 3.37850 0.094
H 6.42994 -0.79773 3.92489 0.133
H 7.35843 -1.61826 2.64224 0.133
H 5.86880 -0.91773 0.93309 0.125
H 5.50045 0.26200 2.19667 0.104
C 3.07567 -1.38747 -3.62226 -0.121
C 1.61408 -1.56811 -4.05550 -0.110
O 1.40216 -2.94327 -4.31443 0.061
C 2.52174 -3.61934 -4.11061 -0.478
O 2.62460 -4.83159 -4.35908 0.120
O 3.50921 -2.72842 -3.65540 0.033
H 3.23214 -1.08600 -2.58653 0.114
H 3.69712 -0.72913 -4.22930 0.129
H 1.50884 -0.91926 -4.92499 0.135
H 0.91404 -1.22054 -3.29573 0.115
C -1.96608 -2.92443 -4.64530 -0.119
C -2.03477 -2.22620 -6.04486 -0.079
O -1.53081 -0.91218 -5.83803 0.078
C -1.79388 -0.57322 -4.60663 -0.511
O -1.86229 0.56033 -4.14495 0.133
O -1.96099 -1.77468 -3.84693 -0.026
H -1.07215 -3.50504 -4.41751 0.124
H -2.95504 -3.37452 -4.55876 0.110
H -3.09478 -2.20961 -6.29824 0.136
H -1.33491 -2.71918 -6.71960 0.138
C -2.47359 0.24391 2.78362 -0.152
C -1.82546 -1.07190 3.11540 -0.116
O -2.78854 -1.95390 2.54921 0.061
C -3.81754 -1.32386 1.93775 -0.563
O -4.73157 -1.81984 1.33381 0.136
O -3.74554 -0.02679 2.23028 0.085
H -1.78673 0.81133 2.15564 0.074
H -2.52521 0.81689 3.70943 0.129
H -1.77190 -1.23114 4.19238 0.124
H -0.81037 -1.14424 2.72493 0.114
C -5.01998 -4.53305 -0.94931 -0.097
C -4.82379 -3.49581 -2.07184 -0.244
C -6.15599 -2.91638 -2.59017 -0.177
C -7.01459 -2.31391 -1.60048 -0.280
N -7.73036 -1.88674 -0.89909 0.182
H -5.52264 -4.07101 -0.09964 0.068
H -4.11404 -5.05203 -0.63621 0.075
H -5.64817 -5.31699 -1.37230 0.070
H -4.40407 -3.94081 -2.97401 0.083
H -4.08608 -2.84590 -1.60120 0.092
H -6.82325 -3.69454 -2.96076 0.122
H -6.00579 -2.23533 -3.42785 0.113
C 4.68028 2.29848 -1.74358 -0.105
C 4.07441 2.98520 -0.50428 -0.227
C 5.13122 3.29127 0.57706 -0.193
C 4.66418 3.83956 1.85701 -0.197
N 4.34419 4.23645 2.91624 0.162
H 5.02369 1.27158 -1.61853 0.062
H 5.47470 2.92523 -2.14879 0.077
H 3.90647 2.08262 -2.48028 0.067
H 3.40501 2.24993 -0.05776 0.095
H 3.66967 3.94421 -0.82770 0.115
H 5.91670 3.93977 0.18902 0.123
H 5.64746 2.39976 0.93316 0.101
```

=====

Record 4
Density functional theory data (ωB97M-V with the def2-TZVPD basis set) for one molecule with the formula H3NS2 in a non-equilibrium geometry.

Geometry as XYZ:
```
6
Properties=species:S:1:pos:R:3:nbo_charge:R:1
N 1.40080 -0.72472 -0.01053 -0.990
S -1.96229 0.00605 -0.16016 -0.400
S 0.46457 0.41064 -0.54114 0.812
H 1.69685 -1.48159 -0.67554 0.368
H -2.18744 0.83061 0.78262 0.110
H 0.58751 0.95900 0.60476 0.100
```

Output
ΔE to the lowest compared entry with this formula, charge and spin = 240.1 kJ/mol

=====

Record 5
Density functional theory data (ωB97M-V with the def2-TZVPD basis set) for a 2-piece molecular cluster, C5H7N overall in a non-equilibrium geometry.

Geometry as XYZ:
```
13
Properties=species:S:1:pos:R:3:nbo_charge:R:1
N 2.75088 0.39319 1.29631 -0.308
C 1.92659 -0.06815 0.62466 0.245
C 1.14986 -0.85560 -0.29235 -0.343
C -0.01249 -1.44236 0.00950 -0.260
C -1.60610 0.75117 0.11492 -0.416
C -0.60990 1.39346 -0.48987 -0.373
H 1.78933 -1.28660 -1.04855 0.239
H -0.28152 -2.36937 -0.49325 0.214
H -0.51761 -1.18953 0.92800 0.210
H -2.47645 0.39029 -0.42519 0.198
H -1.68979 0.78599 1.19821 0.195
H 0.21432 1.82272 0.07759 0.202
H -0.68653 1.66920 -1.53583 0.198
```

Output
ΔE to the lowest compared entry with this formula, charge and spin = 284.4 kJ/mol

=====

| no. | E_HOMO (eV) | electronic energy (a.u.) |
| --- | --- | --- |
| 1 | -15.32 | -247.84066 |
| 2 | -9.45 | -1401.18912 |
| 3 | -9.75 | -2879.63475 |
| 4 | -9.03 | -852.82303 |
| 5 | -9.36 | -249.36492 |